{
  "formula": "C19H26BN8OsS",
  "method": "the ωB97M-V functional and the def2-TZVPD basis",
  "e_above_lowest_kcal_mol": 16.8,
  "e_tot_ha": -1690.36260,
  "gap_ev": [6.43, 5.02],
  "total_charge": 3,
  "multiplicity": 5,
  "homo_ev": [-17.920, -17.528],
  "species": ["Os", "C", "C", "C", "C", "C", "N", "N", "B", "N", "N", "C", "C", "C", "C", "C", "N", "N", "C", "C", "C", "C", "C", "H", "H", "H", "H", "H", "H", "H", "H", "H", "H", "H", "H", "H", "H", "H", "H", "H", "H", "H", "H", "H", "H", "S", "C", "N", "C", "C", "C", "N", "H", "H", "H", "H"],
  "xyz": [[0.054707, 0.161796, 0.153004], [-0.245198, -0.011504, -3.223960], [-0.607308, -1.199356, -2.414655], [-1.076976, -2.430215, -2.838081], [-1.266557, -3.206899, -1.681099], [-1.751571, -4.586104, -1.594671], [-0.918496, -2.450403, -0.623257], [-0.518601, -1.231821, -1.057515], [-0.921862, -2.782924, 0.890275], [0.534304, -2.580643, 1.380015], [1.223589, -1.447715, 1.071013], [2.492218, -1.570051, 1.493420], [3.537097, -0.557988, 1.230037], [2.619689, -2.809529, 2.113523], [1.363167, -3.431996, 2.013451], [1.040369, -4.787770, 2.473172], [-1.847244, -1.733296, 1.557022], [-1.706150, -0.406209, 1.287122], [-2.700210, 0.276482, 1.881369], [-2.902698, 1.731412, 1.712566], [-3.491801, -0.634796, 2.571640], [-2.932924, -1.902988, 2.335703], [-3.476877, -3.179843, 2.811964], [-0.408060, -0.247152, -4.274571], [0.807348, 0.261600, -3.102619], [-0.863999, 0.856250, -2.976699], [-1.257879, -2.721154, -3.853962], [-1.965399, -4.976310, -2.586695], [-2.654768, -4.639990, -0.986444], [-1.013227, -5.225215, -1.110069], [-1.292795, -3.871274, 1.107454], [3.183682, 0.196094, 0.524504], [4.413157, -1.050720, 0.807272], [3.869698, -0.078087, 2.150388], [3.502449, -3.223724, 2.559804], [1.895134, -5.203850, 2.999336], [0.823114, -5.441158, 1.626293], [0.177226, -4.814073, 3.136317], [-2.252454, 2.131185, 0.932653], [-2.736136, 2.268408, 2.646189], [-3.940120, 1.917006, 1.432923], [-4.369172, -0.423186, 3.150531], [-4.323831, -2.990160, 3.465840], [-2.744386, -3.774692, 3.355494], [-3.833439, -3.783757, 1.975668], [0.799952, 2.135740, 0.940996], [1.305302, 3.206534, 2.171997], [1.249233, 2.849544, 3.485703], [1.634363, 3.723600, 4.440201], [2.084723, 4.969268, 4.082591], [2.125935, 5.264783, 2.709123], [1.740636, 4.390941, 1.811396], [0.915365, 1.924821, 3.741707], [1.568152, 3.389148, 5.465397], [2.394069, 5.685355, 4.824836], [2.472692, 6.214592, 2.325720]],
  "forces_ev_per_angstrom": [[-0.48, -2.02, 2.60], [0.07, 0.18, 0.04], [-0.32, -0.68, -0.99], [0.30, 0.74, 0.45], [0.27, 0.81, -0.17], [-0.13, -0.42, 0.25], [-0.34, -0.95, 0.10], [-0.12, -0.20, -0.64], [0.26, 0.62, 0.10], [-0.22, -0.56, 0.13], [-0.90, 1.58, -0.78], [0.58, -0.76, 0.52], [0.11, 0.14, -0.05], [-0.58, 0.54, -0.39], [0.74, 0.75, -0.09], [-0.34, -0.47, 0.02], [-0.20, -0.60, 0.13], [1.55, 0.73, -0.96], [-0.85, -0.20, 0.62], [0.00, 0.17, -0.05], [0.73, 0.09, -0.48], [-0.07, 1.04, -0.06], [-0.03, -0.59, 0.01], [0.05, 0.13, 0.02], [0.00, -0.04, -0.03], [-0.03, -0.03, -0.03], [-0.05, -0.10, -0.16], [0.01, 0.01, 0.05], [-0.09, -0.01, -0.03], [0.06, -0.06, -0.04], [-0.12, -0.34, 0.02], [0.13, 0.03, 0.03], [-0.02, 0.08, -0.07], [-0.05, 0.07, 0.02], [0.16, -0.08, 0.03], [-0.01, 0.01, 0.03], [-0.02, -0.02, -0.02], [-0.05, 0.04, 0.03], [-0.08, 0.10, 0.05], [0.08, 0.02, 0.01], [0.05, 0.05, -0.07], [-0.17, 0.04, 0.06], [0.02, 0.00, 0.02], [0.06, 0.00, 0.02], [0.01, -0.02, -0.02], [-0.26, -0.28, -1.04], [0.48, 0.86, 1.36], [-0.02, 0.04, -0.59], [0.10, 0.22, 0.17], [-0.02, -0.02, -0.39], [0.15, 0.24, 1.08], [-0.49, -1.09, -1.12], [0.04, 0.10, 0.06], [-0.02, -0.06, 0.04], [0.03, 0.05, 0.13], [0.05, 0.13, 0.09]]
}